1.
{
  "formula": "C18H55N3O11",
  "method": "ωB97M-V/def2-TZVPD",
  "charge": 0,
  "homo_energy_ev": -8.443,
  "homo_lumo_gap_ha": 0.3143,
  "fmax_ev_per_a": 1.37,
  "smiles": "COCCNCCOC.COCCNCCOC.COCCNCCOC.O.O.O.O.O",
  "elements": ["C", "O", "C", "C", "N", "C", "C", "O", "C", "H", "H", "H", "H", "H", "H", "H", "H", "H", "H", "H", "H", "H", "H", "H", "C", "O", "C", "C", "N", "C", "C", "O", "C", "H", "H", "H", "H", "H", "H", "H", "H", "H", "H", "H", "H", "H", "H", "H", "C", "O", "C", "C", "N", "C", "C", "O", "C", "H", "H", "H", "H", "H", "H", "H", "H", "H", "H", "H", "H", "H", "H", "H", "O", "H", "H", "O", "H", "H", "O", "H", "H", "O", "H", "H", "O", "H", "H"],
  "positions_angstrom": [[-1.931, -2.933, -0.835], [-0.605, -3.273, -1.098], [-0.453, -4.649, -1.174], [0.922, -4.973, -1.665], [0.994, -4.816, -3.106], [2.314, -4.994, -3.714], [3.281, -5.993, -3.089], [3.697, -5.603, -1.803], [4.869, -6.274, -1.412], [-2.603, -3.235, -1.646], [-1.998, -1.848, -0.779], [-2.291, -3.306, 0.135], [-1.218, -5.152, -1.778], [-0.538, -5.042, -0.148], [1.178, -5.992, -1.349], [1.643, -4.296, -1.209], [0.362, -5.475, -3.544], [2.853, -4.044, -3.787], [2.163, -5.390, -4.721], [4.153, -6.012, -3.762], [2.853, -7.008, -3.037], [5.662, -6.147, -2.170], [4.712, -7.362, -1.344], [5.237, -5.885, -0.469], [4.663, -0.892, -0.388], [3.596, -1.747, -0.046], [2.938, -1.391, 1.162], [2.284, -0.027, 1.066], [1.734, 0.391, 2.327], [0.500, -0.300, 2.694], [-0.193, 0.479, 3.758], [-0.350, 1.829, 3.392], [-1.358, 2.023, 2.448], [4.372, 0.007, -0.943], [5.402, -1.476, -0.934], [5.177, -0.516, 0.514], [3.654, -1.379, 1.990], [2.179, -2.154, 1.346], [1.567, 0.084, 0.250], [3.100, 0.669, 0.855], [1.618, 1.396, 2.302], [0.743, -1.285, 3.120], [-0.145, -0.492, 1.816], [0.394, 0.450, 4.677], [-1.182, 0.077, 4.022], [-1.219, 1.459, 1.514], [-1.316, 3.064, 2.117], [-2.356, 1.820, 2.858], [-5.426, 3.021, 4.777], [-4.442, 3.971, 4.479], [-5.009, 5.193, 4.087], [-3.875, 6.018, 3.516], [-3.169, 5.409, 2.417], [-4.010, 5.198, 1.247], [-3.164, 4.937, 0.011], [-2.947, 3.542, -0.078], [-1.784, 3.234, -0.820], [-5.981, 3.311, 5.674], [-4.973, 2.034, 4.797], [-6.161, 2.959, 3.950], [-5.397, 5.689, 4.987], [-5.780, 4.976, 3.342], [-3.166, 6.193, 4.335], [-4.196, 7.034, 3.274], [-2.852, 4.503, 2.748], [-4.673, 6.052, 1.110], [-4.625, 4.295, 1.391], [-2.225, 5.484, 0.155], [-3.716, 5.230, -0.891], [-1.794, 3.746, -1.794], [-1.632, 2.167, -0.927], [-0.896, 3.637, -0.305], [0.284, 0.850, -2.052], [0.664, 1.382, -2.778], [0.743, -0.009, -2.137], [1.990, 1.996, -3.997], [2.583, 1.272, -4.247], [2.573, 2.696, -3.681], [1.627, 2.675, -0.277], [2.482, 2.726, -0.715], [1.103, 2.053, -0.814], [2.062, -1.869, -2.419], [1.460, -2.639, -2.434], [2.625, -2.048, -1.638], [-0.053, -0.011, -6.080], [0.096, 0.178, -7.013], [0.597, 0.528, -5.612]],
  "forces_ev_per_angstrom": [[-0.590, 0.964, 0.119], [-0.156, 0.493, -0.432], [0.389, -0.714, 1.100], [0.176, -0.329, -0.216], [0.360, -0.068, -0.482], [0.226, -0.303, 0.189], [-0.074, -0.097, -0.116], [0.263, 0.294, 0.223], [0.364, -0.452, -0.631], [0.015, -0.266, 0.112], [0.149, 0.089, -0.033], [0.079, -0.299, -0.153], [-0.108, 0.209, -0.179], [-0.157, -0.225, -0.088], [0.080, 0.038, 0.130], [0.028, -0.094, 0.185], [-0.139, 0.095, 0.066], [-0.235, 0.049, 0.036], [-0.061, 0.337, -0.129], [-0.053, -0.197, 0.061], [0.021, 0.056, -0.121], [-0.117, 0.135, 0.160], [-0.107, 0.149, 0.207], [-0.222, 0.087, 0.143], [0.650, 0.227, 0.624], [0.072, -0.126, -0.153], [-0.611, 0.079, -0.158], [0.881, 0.497, 0.129], [-0.061, -0.279, 0.327], [0.528, -0.472, -0.475], [-0.664, 0.271, 0.677], [0.312, 0.242, 0.345], [-0.319, 0.595, -0.869], [-0.205, -0.276, -0.207], [-0.161, 0.052, -0.257], [-0.145, -0.187, -0.053], [-0.005, -0.045, 0.030], [0.191, -0.168, -0.056], [-0.075, -0.498, -0.241], [-0.160, 0.118, -0.113], [-0.381, -0.076, 0.133], [-0.035, 0.089, -0.150], [0.053, 0.145, 0.134], [0.160, 0.222, -0.049], [0.071, -0.274, -0.201], [0.009, -0.238, 0.296], [-0.034, -0.024, 0.284], [0.036, -0.084, -0.004], [-0.566, -0.003, -0.871], [0.318, -0.581, -0.034], [0.397, 0.176, 0.191], [0.353, 0.596, 0.721], [0.035, 0.152, -0.026], [0.028, -0.697, 0.035], [-0.618, -0.116, 0.222], [0.348, -0.482, 0.171], [0.671, 1.003, 0.132], [0.100, -0.373, 0.225], [0.153, 0.006, 0.591], [0.098, 0.143, 0.205], [-0.437, 0.122, -0.275], [-0.279, 0.339, 0.076], [0.058, -0.250, -0.075], [-0.282, -0.130, -0.348], [0.143, 0.044, -0.094], [0.082, 0.126, -0.032], [-0.249, 0.234, -0.222], [-0.008, -0.009, -0.385], [0.297, 0.350, -0.041], [-0.164, -0.369, -0.076], [-0.391, -0.160, -0.090], [-0.106, -0.134, -0.008], [0.355, -0.112, -0.154], [-0.163, -0.289, 0.181], [-0.154, 0.139, 0.080], [0.313, -0.100, -0.226], [-0.100, 0.091, 0.155], [-0.115, 0.001, -0.068], [-0.038, 0.203, -0.027], [-0.043, -0.036, 0.049], [0.049, -0.104, 0.003], [-0.141, -0.486, 0.297], [0.060, 0.580, -0.286], [-0.199, 0.328, -0.145], [0.149, 0.050, -0.059], [-0.020, -0.001, 0.084], [-0.173, 0.009, -0.024]]
}

2.
{
  "formula": "C33H27BF2IrNO2",
  "method": "ωB97M-V/def2-TZVPD",
  "charge": 1,
  "homo_energy_ev": [-11.368, -11.501],
  "homo_lumo_gap_ha": [0.2615, 0.2388],
  "fmax_ev_per_a": 1.23,
  "multiplicity": 2,
  "elements": ["Ir", "O", "C", "C", "C", "C", "C", "C", "C", "C", "C", "O", "C", "C", "C", "C", "C", "C", "C", "C", "C", "C", "C", "C", "N", "C", "C", "C", "C", "C", "C", "C", "C", "C", "C", "C", "C", "H", "H", "H", "H", "H", "H", "H", "H", "H", "H", "H", "H", "H", "H", "H", "H", "H", "H", "H", "H", "H", "H", "H", "H", "H", "H", "H", "F", "B", "F"],
  "positions_angstrom": [[-0.332, -0.225, -0.342], [-1.232, 1.418, -0.330], [-2.067, 1.897, 0.743], [-2.801, 0.707, 1.347], [-1.941, -0.264, 2.088], [-2.325, -0.673, 3.349], [-1.557, -1.586, 4.045], [-0.388, -2.037, 3.473], [-0.001, -1.595, 2.216], [1.363, -1.988, 1.730], [1.611, -2.231, 0.248], [1.481, -0.958, -0.399], [0.591, -3.197, -0.369], [0.076, -4.264, 0.361], [-0.856, -5.125, -0.198], [-1.279, -4.953, -1.511], [-0.754, -3.919, -2.264], [0.174, -3.037, -1.700], [3.033, -2.721, -0.003], [3.433, -2.909, -1.325], [4.719, -3.320, -1.626], [5.631, -3.558, -0.607], [5.247, -3.374, 0.710], [3.956, -2.957, 1.011], [-0.803, -0.745, 1.537], [-3.005, 2.892, 0.079], [-4.380, 2.714, 0.003], [-5.176, 3.666, -0.625], [-4.600, 4.794, -1.183], [-3.223, 4.974, -1.115], [-2.433, 4.032, -0.483], [-1.214, 2.560, 1.823], [0.171, 2.494, 1.837], [0.891, 3.073, 2.878], [0.232, 3.720, 3.909], [-1.156, 3.799, 3.895], [-1.871, 3.225, 2.857], [-3.412, 0.207, 0.590], [-3.514, 1.095, 2.077], [-3.234, -0.268, 3.770], [-1.859, -1.930, 5.025], [0.259, -2.727, 3.996], [1.657, -2.851, 2.324], [2.038, -1.173, 2.015], [0.407, -4.430, 1.379], [-1.253, -5.941, 0.392], [-2.000, -5.634, -1.943], [-1.046, -3.791, -3.298], [0.653, -2.304, -2.338], [2.735, -2.725, -2.130], [5.010, -3.456, -2.660], [6.636, -3.883, -0.842], [5.952, -3.553, 1.511], [3.699, -2.817, 2.051], [-4.858, 1.843, 0.432], [-6.247, 3.524, -0.674], [-5.220, 5.535, -1.671], [-2.769, 5.855, -1.549], [-1.361, 4.177, -0.417], [0.715, 2.022, 1.028], [1.972, 3.027, 2.868], [0.794, 4.175, 4.714], [-1.680, 4.317, 4.686], [-2.951, 3.319, 2.834], [-2.572, -2.125, -0.295], [-2.005, -1.181, -1.028], [-2.503, -0.888, -2.207]],
  "forces_ev_per_angstrom": [[1.117, 0.479, 0.196], [-0.504, 0.176, 0.241], [0.245, -0.019, -0.344], [-0.396, 0.161, 0.146], [0.046, -0.147, 0.108], [-0.020, 0.026, -0.014], [-0.005, -0.008, 0.010], [0.047, -0.009, -0.021], [-0.104, -0.002, 0.020], [0.159, 0.034, 0.251], [0.006, 0.154, -0.300], [-1.061, -0.501, 0.054], [-0.034, -0.001, -0.154], [0.011, 0.108, 0.059], [-0.055, -0.033, -0.092], [0.002, -0.045, 0.161], [0.206, 0.266, 0.036], [0.036, -0.325, 0.049], [0.126, -0.045, -0.007], [0.023, 0.028, -0.026], [-0.009, 0.002, 0.005], [0.011, -0.008, 0.000], [0.002, -0.012, -0.022], [-0.028, 0.014, -0.029], [0.147, -0.061, -0.305], [-0.062, 0.137, 0.088], [0.015, -0.019, 0.005], [0.009, 0.020, -0.006], [0.010, 0.006, -0.013], [-0.007, 0.000, -0.005], [-0.005, -0.033, 0.015], [-0.001, 0.023, 0.020], [0.004, 0.021, 0.032], [0.028, -0.016, -0.024], [-0.013, 0.007, -0.002], [0.016, -0.026, -0.014], [-0.028, 0.015, -0.008], [0.139, -0.071, -0.080], [-0.018, -0.003, -0.040], [0.003, -0.016, 0.010], [0.000, 0.011, 0.004], [-0.017, 0.002, 0.005], [0.019, -0.024, -0.060], [0.018, -0.025, 0.023], [-0.030, -0.036, -0.007], [0.016, 0.005, 0.006], [-0.003, 0.011, -0.001], [0.002, -0.009, 0.006], [-0.160, 0.119, 0.091], [0.065, -0.011, 0.028], [-0.003, -0.003, 0.004], [-0.002, 0.005, 0.007], [-0.008, -0.001, 0.002], [0.008, 0.000, 0.008], [-0.016, 0.017, -0.012], [0.007, -0.019, 0.006], [-0.001, -0.006, 0.003], [0.000, -0.001, 0.004], [-0.010, 0.016, -0.012], [0.002, 0.013, -0.009], [-0.004, -0.002, 0.006], [-0.002, -0.004, -0.004], [0.000, 0.000, -0.003], [0.013, 0.001, 0.003], [-0.138, 0.202, 0.000], [0.203, -0.627, -0.115], [-0.016, 0.091, 0.014]]
}

3.
{
  "formula": "C5H7NO",
  "method": "ωB97M-V/def2-TZVPD",
  "charge": 0,
  "homo_energy_ev": -8.800,
  "homo_lumo_gap_ha": 0.3605,
  "fmax_ev_per_a": 0.67,
  "smiles": "C[C@H]1C=CNC1=O",
  "elements": ["C", "C", "C", "C", "N", "C", "O", "H", "H", "H", "H", "H", "H", "H"],
  "positions_angstrom": [[-1.911, 0.231, -0.015], [-0.438, 0.181, -0.370], [0.557, 1.008, 0.424], [1.757, 0.439, 0.282], [1.661, -0.783, -0.441], [0.301, -1.147, -0.247], [-0.101, -2.227, 0.092], [-2.260, 1.268, -0.092], [-2.106, -0.130, 0.998], [-2.502, -0.364, -0.719], [-0.326, 0.461, -1.433], [0.304, 1.822, 1.085], [2.720, 0.744, 0.675], [2.344, -1.502, -0.239]],
  "forces_ev_per_angstrom": [[-0.015, -0.013, 0.086], [-0.051, -0.051, 0.100], [0.170, 0.032, -0.038], [-0.062, 0.091, 0.155], [-0.010, -0.159, 0.256], [-0.195, -0.336, 0.000], [0.111, 0.252, -0.610], [0.030, -0.186, 0.079], [0.034, 0.021, -0.113], [0.144, 0.038, 0.193], [0.011, -0.018, 0.186], [0.090, 0.299, -0.347], [-0.167, 0.000, -0.024], [-0.089, 0.029, 0.077]]
}

> Which formula does entry 2 have?

C33H27BF2IrNO2